C50H67N2P2RbS3SbTe | the ωB97M-V functional and the def2-TZVPD basis

Positions of all 127 atoms, in Å:
Rb 0.349107 1.242076 -1.088946
S -3.983531 1.355705 -4.737873
Sb -2.136381 2.600791 -4.027637
S -2.276380 3.000039 -1.712203
S -0.164215 1.394864 -4.446372
N -1.284508 1.541959 1.467581
C -1.237174 1.736911 2.838868
C -1.469562 0.666296 3.707992
C -1.399074 0.833317 5.079499
C -1.098454 2.077474 5.614582
C -0.858978 3.142705 4.757051
C -0.901332 2.991481 3.376755
C -0.697763 4.170847 2.481025
C -1.803027 4.995174 2.273363
C -1.726433 6.109117 1.452982
C -0.526600 6.403149 0.828682
C 0.576024 5.585512 1.024385
C 0.520059 4.463112 1.844239
H -1.842541 0.755986 1.166884
H -1.472462 2.367293 0.909590
H -1.710504 -0.307328 3.293246
H -1.580244 -0.011993 5.733759
H -1.045173 2.216019 6.687813
H -0.619273 4.117912 5.163451
H -2.738669 4.736830 2.757891
H -2.599253 6.730566 1.293827
H -0.454671 7.267794 0.179243
H 1.512188 5.805700 0.527642
C -2.347964 -5.103800 1.309737
C -1.299532 -5.243122 0.192339
C -0.957580 -3.881846 -0.438105
C -2.190908 -2.977454 -0.447550
C -2.533021 -2.611351 1.010693
C -2.202181 -3.748736 1.996316
P -1.907247 -1.415553 -1.442269
C -1.528485 -2.008206 -3.178256
C -2.231175 -3.277591 -3.703682
C -1.385491 -3.999147 -4.765521
C -0.704811 -2.977383 -5.672270
C 0.337611 -2.173690 -4.875449
C -0.011174 -2.117100 -3.381164
C -3.631713 -0.761067 -1.646448
C -4.108296 0.017493 -0.409851
C -5.507996 0.558932 -0.689162
C -6.535039 -0.585452 -0.788358
C -5.856577 -1.915691 -1.141324
C -4.734856 -1.715276 -2.160672
H -2.245010 -5.919304 2.030301
H -3.354786 -5.173950 0.888113
H -1.682816 -5.915175 -0.580896
H -0.388838 -5.700429 0.591513
H -0.567197 -4.035471 -1.444357
H -0.166517 -3.381123 0.130762
H -3.028225 -3.532004 -0.883511
H -3.594211 -2.370416 1.086417
H -1.972493 -1.714987 1.298107
H -2.856931 -3.687083 2.868658
H -1.176931 -3.648250 2.363116
H -1.855188 -1.147662 -3.776559
H -3.181235 -2.989480 -4.157289
H -2.451705 -3.981260 -2.894733
H -2.025651 -4.671968 -5.344559
H -0.621749 -4.622834 -4.288070
H -1.466702 -2.301018 -6.070287
H -0.236014 -3.472536 -6.527147
H 0.385864 -1.153046 -5.256753
H 1.331909 -2.619853 -4.992018
H 0.476307 -1.248071 -2.938745
H 0.381300 -2.999552 -2.865026
H -3.474753 -0.003961 -2.424841
H -3.436931 0.859790 -0.250993
H -4.122101 -0.599423 0.497210
H -5.456208 1.105913 -1.633829
H -5.801950 1.273139 0.083475
H -7.279076 -0.342771 -1.552698
H -7.074098 -0.699465 0.158208
H -6.594526 -2.619948 -1.539093
H -5.447380 -2.370619 -0.233732
H -5.162388 -1.272293 -3.066889
H -4.332391 -2.689890 -2.441590
C 3.753537 -3.256022 -2.628428
C 3.637947 -1.910800 -2.940109
C 3.066857 -1.058428 -2.009689
N 2.623851 -1.457241 -0.818400
C 2.748292 -2.749302 -0.528219
C 3.296163 -3.684560 -1.389150
H 4.185606 -3.951492 -3.336598
H 3.970343 -1.527386 -3.895900
H 2.949687 -0.003923 -2.235527
H 2.389758 -3.042898 0.454840
H 3.358321 -4.726465 -1.102776
C 3.725885 4.223333 -1.631650
P 2.999179 3.027760 -0.410496
C 2.938742 3.919299 1.129548
C 3.888859 4.857867 1.507587
C 3.975065 5.350227 2.801292
C 3.218071 4.677607 3.803416
C 2.266111 3.765948 3.497840
C 1.778563 3.601918 2.068920
C 4.485292 1.929902 -0.231286
C 5.209458 1.456961 -1.326415
C 6.253113 0.557717 -1.157304
C 6.592066 0.114373 0.113279
C 5.890304 0.590212 1.212368
C 4.851241 1.491384 1.040004
H 3.137791 5.139824 -1.583100
H 3.642923 3.820990 -2.642359
H 4.771631 4.445994 -1.417002
H 4.634910 5.174772 0.781772
H 4.728460 6.078759 3.076542
H 3.466375 4.848431 4.848959
H 1.778342 3.180052 4.267815
H 1.452677 2.560737 1.918820
H 4.947329 1.787530 -2.326528
H 6.805574 0.199895 -2.019607
H 7.403781 -0.592803 0.241262
H 6.158011 0.263914 2.211383
H 4.325606 1.906805 1.893818
C 2.917798 0.196444 4.168496
Te 1.879369 -0.420357 2.388008
C 1.348880 -2.291802 3.328609
H 3.799779 -0.426918 4.309466
H 2.259163 0.115424 5.031466
H 3.217041 1.236988 4.046060
H 0.809893 -2.101304 4.255537
H 2.241824 -2.879264 3.536534
H 0.704411 -2.848372 2.648314

Atoms 1-6, force components in eV/Å:
-0.14 -0.17 -0.27
0.15 0.17 0.00
-0.11 -0.64 0.36
-0.11 0.13 -0.16
0.01 0.17 0.07
0.03 0.06 -0.06

2S+1: 2
Charge: -2
Energy relative to the best compared isomer or geometry (same formula, charge and spin): 20.6 kJ/mol
Kohn-Sham gap: 4.381 eV
F_max: 0.016 hartree/bohr

=====

C32H40BClN12O4S2Ti | the ωB97M-V functional and the def2-TZVPD basis

Positions of all 93 atoms, in Å:
Ti -0.395473 0.122645 -0.261949
C 2.037864 1.992214 3.981739
C 2.288824 1.697985 2.495367
C 3.725551 2.086192 2.131790
C 2.067876 0.241654 2.231284
C 2.828444 -0.756708 2.856104
C 2.339339 -1.932753 2.352173
N 1.364669 -1.640561 1.479944
N 1.177170 -0.316703 1.405998
B 0.642065 -2.730163 0.707535
N -0.726733 -2.962379 1.328407
C -1.421807 -4.112020 1.261421
C -2.593066 -3.931171 1.951405
C -2.528581 -2.605381 2.415023
N -1.393771 -2.041785 2.027987
C -3.574179 -1.950920 3.264420
C -2.949749 -1.441396 4.566646
C -4.309715 -0.840333 2.507417
N 0.580049 -2.448220 -0.814012
C 0.732633 -3.472695 -1.667264
C 0.794919 -2.973458 -2.939994
C 0.658629 -1.587054 -2.793173
N 0.501043 -1.285115 -1.494171
C 0.855427 -0.681660 -3.978669
C 2.342107 -0.320404 -4.091673
C -0.015236 0.562562 -3.987077
H 2.027654 3.066406 4.159959
H 1.076488 1.584857 4.279074
H 2.812557 1.536318 4.599628
H 1.591577 2.282717 1.891993
H 4.445550 1.471954 2.673377
H 3.902982 1.949457 1.069081
H 3.903966 3.130570 2.384401
H 3.611282 -0.629993 3.579528
H 2.630824 -2.948160 2.542688
H 1.268996 -3.751128 0.823280
H -1.045619 -4.962407 0.725253
H -3.393343 -4.633922 2.096556
H -4.308721 -2.738248 3.505912
H -2.220496 -0.668644 4.345745
H -3.710124 -1.035150 5.234715
H -2.430398 -2.255906 5.073353
H -3.706196 0.060079 2.450633
H -4.534537 -1.152973 1.489419
H -5.245089 -0.598083 3.012763
H 0.781468 -4.484603 -1.320351
H 0.930159 -3.514412 -3.857096
H 0.596959 -1.284349 -4.861764
H 2.605229 0.401833 -3.326129
H 2.957147 -1.208519 -3.953568
H 2.561367 0.112637 -5.067408
H 0.189064 1.172357 -3.107511
H 0.175242 1.159718 -4.879372
H -1.067224 0.283373 -3.966217
S -2.222481 1.248878 -1.782804
C -3.700079 0.320302 -1.769523
C -4.886477 0.860444 -2.248322
C -6.053191 0.112910 -2.279702
C -6.049659 -1.189169 -1.805363
C -4.879905 -1.741276 -1.315996
C -3.693727 -1.008709 -1.302375
S -2.214855 -1.720375 -0.783637
H -4.886023 1.880722 -2.605961
H -6.960943 0.550880 -2.682121
H -6.961685 -1.775177 -1.819619
H -4.860770 -2.755267 -0.939139
N -1.125031 3.437607 -0.236156
C 0.019751 3.279182 -0.931128
N 0.364261 4.358840 -1.652771
C 1.586368 4.301345 -2.186486
N 1.949690 5.344662 -3.025902
N 2.458883 3.351525 -1.986191
C 2.017586 2.251837 -1.309390
N 0.726824 2.145685 -0.811717
C 2.997639 1.244416 -1.141462
C 4.367057 1.551279 -1.407992
C 5.315446 0.574460 -1.333058
C 4.911289 -0.733735 -1.011754
C 3.566682 -0.942162 -0.739043
N 2.633607 -0.016863 -0.774791
H -1.719130 4.185384 -0.549369
H -1.580223 2.604542 0.114768
H 1.496440 6.215756 -2.799725
H 2.946408 5.408739 -3.162450
H 4.620468 2.567693 -1.660307
H 6.363677 0.795605 -1.509851
H 5.618476 -1.550577 -0.984454
H 3.217045 -1.939333 -0.483006
O -0.788184 0.644281 3.417535
Cl -1.350564 1.544530 2.485033
O -0.500294 2.667162 2.315709
O -2.617841 2.004178 2.955138
O -1.561599 0.901644 1.208759

Atoms 1-6, force components in eV/Å:
-0.84 0.51 -0.83
-0.24 -0.05 -0.23
0.02 0.20 -0.05
-0.19 -0.05 -0.14
0.05 0.02 0.10
-0.20 -0.10 -0.04

2S+1: 3
Charge: -2
Energy relative to the best compared isomer or geometry (same formula, charge and spin): 246.5 kJ/mol
Kohn-Sham gap (spin up / spin down): 4.603 / 5.853 eV
F_max: 0.062 hartree/bohr

=====

C37H48Cl5GeN5O2RuSSe | the ωB97M-V functional and the def2-TZVPD basis

Positions of all 101 atoms, in Å:
Ru -0.267177 -0.100983 1.404224
N 6.150537 4.290240 2.344839
C 5.448988 3.081530 2.288571
C 4.523275 2.852406 1.269821
C 3.850154 1.648388 1.199308
C 4.087392 0.661266 2.147007
C 5.018727 0.870286 3.149577
C 5.701664 2.072342 3.217082
S 3.170588 -0.847042 2.058941
O 3.105180 -1.218017 0.671155
O 3.739436 -1.763618 3.009587
N 1.667097 -0.419120 2.483214
C 1.406290 -0.002170 3.751635
N 2.359896 0.330908 4.626356
C 1.939519 0.847520 5.770642
C 0.602229 1.042713 6.076670
C -0.303795 0.634511 5.112954
N 0.083903 0.096188 3.965858
H 5.668040 5.062831 1.912694
H 6.474613 4.534648 3.267882
H 4.329096 3.625866 0.535822
H 3.141134 1.462079 0.398667
H 5.178251 0.094226 3.884565
H 6.429244 2.240663 4.002764
H 2.714387 1.134410 6.475170
H 0.284771 1.496135 7.003592
H -1.374440 0.743900 5.254625
C -2.837430 -0.576526 -6.042878
C -2.260557 -1.215379 -4.786775
C -1.643016 -0.195392 -3.834354
C -1.042861 -0.838408 -2.591794
Ge -0.311266 0.419427 -1.235214
C 1.565027 0.844687 -1.760352
C 1.825898 0.969688 -3.260365
C 1.222180 2.228783 -3.871028
C 1.386926 2.283265 -5.383876
H -3.282806 -1.317191 -6.709880
H -2.061942 -0.047786 -6.602287
H -3.610785 0.152628 -5.790292
H -1.499207 -1.954138 -5.058840
H -3.042005 -1.770095 -4.256476
H -2.405352 0.537537 -3.545201
H -0.878781 0.371624 -4.375833
H -0.242773 -1.526296 -2.879208
H -1.797648 -1.462012 -2.100436
H -1.146858 1.730908 -1.468684
H 2.186719 0.060167 -1.321652
H 1.852800 1.776927 -1.259175
H 1.426261 0.091510 -3.781174
H 2.905090 0.968274 -3.461297
H 1.692457 3.105241 -3.412621
H 0.162257 2.289336 -3.610243
H 2.441746 2.243557 -5.666418
H 0.961680 3.194785 -5.807755
H 0.890033 1.433225 -5.858251
C -4.367338 1.553373 1.185623
C -3.344924 0.711601 1.986491
C -3.213896 -0.602411 1.215454
C -3.799012 0.269497 3.390461
N -2.017861 1.352097 2.026016
H -5.375082 1.454470 1.593329
H -4.386032 1.214378 0.148454
H -4.110662 2.606919 1.171273
H -4.188974 -1.095760 1.170174
H -2.535817 -1.307345 1.710276
H -2.872186 -0.440305 0.193318
H -4.783687 -0.200238 3.325309
H -3.859701 1.062104 4.125243
H -3.093973 -0.481309 3.757880
Cl -4.200453 3.503968 3.514671
C -2.484844 3.247997 3.672233
C -1.715916 2.418179 2.765186
C -0.360099 2.906435 2.707417
Cl 0.575564 2.496749 1.307303
C 0.252300 3.650910 3.688586
Cl 1.951047 3.969042 3.613000
C -0.492633 4.142771 4.757921
Cl 0.268647 4.940795 6.087075
C -1.870998 3.993251 4.678225
Cl -2.841895 4.777456 5.881631
C -1.097913 -6.230424 -4.564952
C -0.883480 -5.348432 -3.365435
C 0.346377 -4.750409 -3.122812
C 0.562598 -3.926836 -2.023615
C 1.906067 -3.284082 -1.841872
C -0.498852 -3.704115 -1.127058
Se -0.217393 -2.532898 0.352972
C -1.751619 -4.290424 -1.356724
C -2.945522 -4.058972 -0.472039
C -1.915371 -5.106528 -2.470857
H -0.196316 -6.290303 -5.174254
H -1.904744 -5.849983 -5.194741
H -1.369202 -7.245112 -4.265731
H 1.165167 -4.921099 -3.814268
H 2.599716 -3.633266 -2.608250
H 2.324498 -3.481270 -0.857229
H 1.830144 -2.197778 -1.909579
H -2.678383 -3.524693 0.437177
H -3.406228 -5.009950 -0.197573
H -3.698313 -3.469110 -1.002103
H -2.887544 -5.559379 -2.644436

Atoms 1-6, force components in eV/Å:
-0.16 -0.31 -0.08
0.02 0.07 0.03
-0.04 -0.05 -0.02
0.02 0.00 0.01
-0.02 -0.12 -0.08
0.12 0.02 -0.12

2S+1: 6
Charge: -1
Energy relative to the best compared isomer or geometry (same formula, charge and spin): 0.0 kJ/mol
Kohn-Sham gap (spin up / spin down): 5.809 / 6.243 eV
F_max: 0.011 hartree/bohr

=====

C2H5N3P | the ωB97M-V functional and the def2-TZVPD basis

Positions of all 11 atoms, in Å:
H 0.884649 -3.138442 -1.380784
N 0.599352 -2.105877 -1.158703
P 1.062845 -0.801011 -1.908025
N -0.057886 0.319881 -1.391476
C -0.612492 1.113222 -0.569535
N -0.416324 1.159587 0.894292
C 0.171444 0.209241 1.481742
H -1.316166 1.839205 -0.798900
H -1.114460 1.731710 1.361866
H 0.739645 -0.498542 0.911378
H 0.059393 0.171028 2.558144

Atoms 1-6, force components in eV/Å:
-0.32 2.93 0.26
0.52 -1.10 -0.72
0.38 -2.29 0.25
-1.82 2.66 2.68
2.34 -2.37 -1.83
-0.74 -0.83 -1.44

Charge: +1
Energy relative to the best compared isomer or geometry (same formula, charge and spin): 166.6 kJ/mol
Kohn-Sham gap: 7.269 eV
SMILES string: [H]/N=P/N=C\[NH+]=C
F_max: 0.082 hartree/bohr

=====

C2F3NNaO5S | the ωB97M-V functional and the def2-TZVPD basis

Positions of all 13 atoms, in Å:
Na -1.413774 1.820922 1.390986
N 0.204646 1.182548 -1.253289
S 1.287735 0.826380 -0.172950
O 2.644580 1.208538 -0.602323
O 0.871763 1.181442 1.227660
C 1.511631 -1.036110 0.039841
F 1.830157 -1.587231 -1.131032
F 0.378753 -1.597465 0.467470
F 2.475336 -1.332523 0.913214
O -1.087484 1.231619 -0.689751
O -3.054623 -0.044616 0.919447
C -2.846967 -0.507145 -0.150536
O -2.801750 -1.346360 -0.958732

Atoms 1-6, force components in eV/Å:
0.64 -0.51 -0.67
0.73 -0.36 0.56
-0.06 1.28 -0.06
-1.29 -0.59 0.56
0.40 -0.35 -0.75
-0.12 1.39 -0.26

Charge: -1
Kohn-Sham gap: 4.362 eV
F_max: 0.037 hartree/bohr